Entry one
Density functional theory data (ωB97M-V/def2-TZVPD) for a 2-piece molecular cluster, C3H11N3 overall.

```
17
Properties=species:S:1:pos:R:3
H 0.28761 -0.70822 0.69727
N 0.35831 1.24143 -0.34789
H -1.58934 1.48782 0.14782
H -0.37555 -4.41419 -0.15710
N 0.71407 -1.65932 0.78935
H 1.12968 0.89174 -1.01807
H 1.75027 2.46257 0.53975
N -0.18529 -3.80787 0.53623
H -0.47695 -2.25455 -0.84503
C -1.01904 1.10035 -0.73576
C 0.67840 2.49334 0.24780
H 0.08993 2.61442 1.20709
H -1.33692 0.06150 -0.76362
H 0.54477 3.38145 -0.41597
H -1.34180 1.66076 -1.62240
C 0.08547 -2.62982 0.02412
H 0.68637 -1.92141 1.71642
```

The value obtained for the highest occupied orbital energy is -9.03 eV. The value obtained for the LUMO energy is 0.91 eV. The value obtained for the gap between HOMO and LUMO is 9.94 eV. The net charge is 0. As for the SMILES: [H]/N=C/N.CNC.

***

Entry two
Density functional theory data (ωB97M-V/def2-TZVPD) for a 2-piece molecular cluster, C3H11N3 overall.

```
17
Properties=species:S:1:pos:R:3
H -0.08430 -0.37974 0.79528
N -2.30675 -0.26674 0.22244
H -1.79686 1.38868 -0.85312
N -2.30971 1.06371 0.06869
C 1.98565 -1.02394 0.95945
H 2.98729 -0.55414 0.87974
H 1.78495 -1.20135 2.09567
C 1.28319 0.96209 -0.41001
H 0.26436 1.10969 -0.96484
H -1.84045 -1.82567 -0.81586
C 0.95226 -0.20651 0.43493
H 2.11903 -2.04857 0.43808
N -1.55927 -0.83894 -0.80155
H 1.40959 1.79121 0.27939
H 2.12472 0.87243 -1.02831
H -3.17559 1.51093 0.32088
H -1.83812 -0.35313 -1.62086
```

The value obtained for the highest occupied orbital energy (alpha / beta) is -6.54 / -7.12 eV. The value obtained for the LUMO energy (alpha / beta) is 0.98 / 1.10 eV. The value obtained for the gap between HOMO and LUMO (alpha / beta) is 7.52 / 8.23 eV. The net charge is 0.

***

Relative energies in kcal/mol: entry one 0.0; entry two 89.1

***

Entry one
Density functional theory data (ωB97M-V/def2-TZVPD) for C3H11N3 as an isolated structure.

```
17
Properties=species:S:1:pos:R:3
H 2.35253 -1.69528 0.02077
H -1.44436 1.80347 0.22860
H -1.62783 1.14376 1.78170
C 1.34399 -1.45982 0.39780
H 1.79596 1.05186 0.99489
C -1.83340 -0.27819 -1.00991
H 2.48900 0.87194 -0.62600
C 1.54160 0.88193 -0.06397
N -1.86813 1.07153 0.79904
H -0.40742 -0.38833 -0.92928
H 0.97070 1.75318 -0.40979
H 0.71498 -2.34201 0.24538
H 1.45387 -1.29964 1.48220
N -1.88027 -0.16868 0.34965
H -2.22380 -1.22264 -1.39459
H -2.14703 0.59256 -1.60221
N 0.76962 -0.31564 -0.26427
```

The value obtained for the highest occupied orbital energy (alpha / beta) is -6.97 / -6.97 eV. The value obtained for the LUMO energy (alpha / beta) is -0.05 / -0.05 eV. The value obtained for the gap between HOMO and LUMO (alpha / beta) is 6.93 / 6.93 eV. The net charge is 0.

***

Entry two
Density functional theory data (ωB97M-V/def2-TZVPD) for a 2-piece molecular cluster, C3H11N3 overall.

```
17
Properties=species:S:1:pos:R:3
H 1.81708 0.18967 -1.10934
N -0.85679 -0.59115 1.02152
H 0.67488 1.65104 -0.55151
H -2.11469 0.98179 1.46375
H 2.11482 -0.15935 0.80029
H 0.23151 0.36903 -3.02056
N -2.12332 0.11987 0.85839
C -0.20580 0.22606 -1.97970
H 1.22309 -1.60748 1.21109
H -1.05872 -1.66489 1.04348
H -0.96657 0.94901 -2.03335
H -0.52057 -0.86975 -1.83581
H -2.26278 0.56599 -0.07336
C 1.38471 -0.55862 1.44439
H 1.64362 -0.40649 2.61481
N 0.23394 0.11919 1.09627
C 0.78559 0.68608 -0.95036
```

The value obtained for the highest occupied orbital energy (alpha / beta) is -6.83 / -6.82 eV. The value obtained for the LUMO energy (alpha / beta) is 1.16 / 1.12 eV. The value obtained for the gap between HOMO and LUMO (alpha / beta) is 7.99 / 7.94 eV. The net charge is 0.

***

Entry three
Density functional theory data (ωB97M-V/def2-TZVPD) for one molecule with the formula C3H11N3.

```
17
Properties=species:S:1:pos:R:3
N 2.14737 -0.76788 -0.11089
N -1.81283 -0.60697 -0.59647
C -0.31114 1.38584 -0.71040
H -1.09983 1.97984 -1.18557
H 0.27663 0.93653 -1.51613
H 1.89057 -0.35877 1.86574
H -0.10279 -1.64591 0.83720
N 1.43500 -0.14244 0.97318
C -0.91771 0.33870 0.21399
H -1.59219 0.85698 0.90544
H -1.26382 -1.00279 -1.35803
H -2.54344 -0.04921 -1.03864
C -0.00708 -0.57434 1.04630
H -0.29930 -0.45592 2.09665
H 2.03500 -0.25402 -0.98617
H 0.31139 2.09158 -0.15116
H 1.85417 -1.73122 -0.28505
```

The value obtained for the highest occupied orbital energy is -9.31 eV. The value obtained for the LUMO energy is 1.05 eV. The value obtained for the gap between HOMO and LUMO is 10.37 eV. The net charge is 0. As for the SMILES: C[C@@H](N)CNN.

***

Relative energies in kcal/mol: entry one 73.7; entry two 102.9; entry three 0.0

***

Entry one
Density functional theory data (ωB97M-V/def2-TZVPD) for a 33-piece molecular cluster, H66O33 overall.

```
99
Properties=species:S:1:pos:R:3
H -2.46103 1.75653 -3.79893
O 1.05592 2.41947 -4.48258
H 0.57516 -0.19394 -1.96051
O 0.01202 3.48070 -2.06372
O 3.23995 -4.07104 2.31828
H 2.45960 1.52333 -1.52255
H 4.32072 -0.20343 2.29097
H -2.25139 2.87259 0.11337
H -3.81816 3.13024 -1.65418
H 1.29749 -0.46920 4.92125
H 2.00969 5.55853 -2.80485
O 1.65775 -1.71543 2.50162
H 1.14985 3.57079 1.56304
O -1.03329 -2.60998 1.66573
H -1.82239 -2.50179 2.19662
O 4.28097 2.60674 0.84249
H -2.14069 -1.27756 5.23549
O -3.53612 1.60618 4.48706
H -4.64957 -2.03555 2.13701
O -2.45286 -2.11505 -2.35716
H -0.68417 2.26393 3.37130
H -1.01678 2.75642 -0.75503
H 0.74354 2.20260 -5.36100
O 0.11676 -0.02512 -0.08699
H 3.72319 -3.47322 1.74793
H -2.31859 3.07942 -4.52112
O -1.61278 -1.73373 4.58016
O 4.48884 -0.47440 0.50914
H 2.66558 -0.84791 -1.82680
H 4.49779 -0.36268 -0.44147
H 3.49235 -4.94461 2.01925
H 4.77248 2.93896 1.59368
O -3.93155 3.20563 -0.70671
H 1.08328 -2.00197 -0.35998
H 0.47670 0.78139 5.15407
H 4.15162 -3.73982 -0.76566
O 0.86524 -4.68639 3.68291
H 3.48667 -0.91119 3.33755
H -3.01577 4.30049 2.28990
H 0.55969 -4.39952 -3.16940
H -1.24166 2.22531 1.96432
H -0.70197 -4.50825 -0.69515
H -4.44071 -1.04702 1.00958
H 5.47902 -3.05633 -0.51519
H -4.99346 0.45718 -0.18617
H -0.94029 -4.01727 0.71695
O 4.27437 -0.37789 3.23100
O -0.82237 -4.81621 0.20312
H -3.16712 4.07886 0.79998
H -0.37382 0.47790 -2.93004
H -4.44814 1.53074 4.20642
O 1.22077 5.91020 -2.39235
H -3.06542 1.88396 3.70125
O -5.65138 1.06902 -0.51635
O 0.53249 0.00554 4.59624
H -2.34114 0.02321 -0.16584
O -3.23151 -0.24937 -0.38758
H 1.41959 -4.66129 2.90298
H 2.26686 -2.41107 2.74918
O -0.15013 -3.82266 -2.88727
H 0.71940 3.07131 -1.56549
O -2.65038 2.69076 -3.71175
H -2.28151 -0.72792 -3.23664
H -0.87731 -1.14461 4.41201
H -6.48937 0.66020 -0.29983
H -1.60298 -2.43498 -2.05453
O -1.38223 2.47275 0.08294
H -2.49032 -0.24601 -4.65652
H 4.64658 -1.40906 0.64242
H -4.59539 2.55045 -0.49157
H -0.23400 0.82566 0.17640
H 0.66683 -0.29591 0.64807
H -0.13764 -3.10136 -3.51641
H 1.43566 -5.02715 4.37191
O -4.98349 -1.21238 1.78047
O 1.72231 -2.38424 -0.96143
H 4.04407 1.71221 1.08729
O 4.63277 -3.23907 -0.10689
H 1.20520 -1.49202 3.31496
H 0.57877 -0.51492 -4.93615
O 1.38058 3.22068 2.42351
H 2.33743 3.19467 2.42333
H 1.43035 -1.71114 -5.30460
H 1.55859 -3.32635 -0.91853
H 3.27293 -0.23647 -3.07146
H 1.12351 1.57519 -4.03666
O -3.13297 4.76833 1.46309
H -3.13213 -0.76650 -1.18692
O -2.28659 0.06409 -3.77417
O 2.09868 2.22313 -0.97825
H 0.74188 5.13752 -2.09258
H 2.76662 2.37605 -0.30991
H -0.33316 -2.75248 2.30272
H 0.17077 3.21412 -2.96923
O -1.42885 2.55305 2.84396
O 3.26496 -0.16046 -2.11731
H -2.93138 -2.90527 -2.60777
O 0.50079 0.09350 -2.87051
O 0.60932 -1.27031 -5.52324
```

The value obtained for the highest occupied orbital energy is -9.81 eV. The value obtained for the LUMO energy is -1.10 eV. The value obtained for the gap between HOMO and LUMO is 8.71 eV. The net charge is 0.

***

Entry two
Density functional theory data (ωB97M-V/def2-TZVPD) for a 33-piece molecular cluster, H66O33 overall.

```
99
Properties=species:S:1:pos:R:3
O -3.88045 4.10361 -0.69178
O -2.74799 -4.52668 0.05262
O -2.03998 1.33793 3.62277
H -3.63207 -1.78256 4.02071
H 0.64601 0.44373 -0.25076
H -0.76520 -0.10002 -0.18213
O 0.96828 3.54244 -3.85826
H -6.10768 1.04340 1.36266
H 1.37633 4.90746 -1.51821
H -3.46670 0.55644 3.49396
H -2.57867 -1.92857 -3.31868
H 3.22391 -3.92371 -0.97427
H 4.34694 2.41481 -3.22980
H -2.08807 1.10068 -2.94010
H 2.63781 1.97070 0.28468
H -3.64511 -2.28240 -2.30408
H 4.10837 -3.23057 0.04021
H -1.98252 4.82179 1.26163
O 0.14930 -0.37451 -0.24975
H 5.25403 -1.35245 -0.24675
H -1.80721 3.89427 2.44521
H 0.88084 4.38801 -0.18533
O 0.39125 -2.96773 3.99383
H 1.14596 1.04183 2.97766
H -0.39661 -3.55894 -0.66807
H -3.22409 4.71215 -1.03105
H -2.28056 -2.23768 3.51259
O -4.92451 -1.28158 -1.59591
O -0.21201 -3.11504 0.15965
O -2.73316 -0.19988 0.25596
H -3.55541 0.22976 0.49167
O -3.00345 -2.67499 -2.89600
H -1.72997 3.43110 -1.81798
O 0.46204 3.68095 1.56607
H 4.27817 -1.61081 -2.45876
H -0.24226 -2.61595 3.36841
H 5.70376 -1.18232 -2.73443
H 3.30045 2.11656 -4.28232
O 5.13128 -1.50404 -2.03801
H -0.85804 3.15826 -3.02512
H 1.09743 3.23998 -4.75718
H -5.44035 -1.09421 -2.38014
O -2.45786 4.20086 1.81364
H 0.70081 2.83564 1.94643
H 0.40183 -5.06503 1.59075
H 3.17644 -0.93113 -4.31982
O -5.42060 0.75634 0.76120
H -4.81371 0.42986 2.81467
O -1.65110 2.85838 -2.58088
O -4.14816 -0.07972 3.27684
H -1.93105 -1.17785 1.60208
H 0.03598 -2.22623 -0.09479
H 3.59713 1.89186 3.08567
O -0.48467 -5.25889 1.89532
H -1.64589 1.73823 4.39780
O 2.57934 1.16466 -0.22826
H -0.57097 -0.86429 -3.19380
H 3.73104 1.04140 1.21062
H -2.82389 0.22665 -3.93334
H 2.98250 2.62589 4.25842
O 0.36369 -1.01344 -3.05096
O 2.53230 -2.28471 2.23683
H 1.93497 -1.46032 -3.63381
H 0.51949 -0.71812 -2.15388
H -5.53921 -1.71162 -1.00141
H 0.63762 0.27525 1.77523
O 3.46131 3.88861 0.33694
H -1.43473 -4.33833 -2.74359
H 5.94076 -1.86206 1.00248
O -1.71308 -1.99242 2.05508
H -5.83524 0.07645 0.23011
H 3.45817 4.60657 0.97000
H 3.59906 4.31506 -0.50887
O 2.80723 1.93001 3.62496
H -0.08705 -3.77903 -3.14713
O 3.42643 2.56413 -3.44563
O 5.07906 -1.64161 0.64879
O 0.38727 0.95542 2.40047
H 1.24186 -2.82980 3.57709
H 4.93114 0.17851 1.53782
H -2.71777 -3.57327 0.13218
O 3.25724 -3.65797 -0.05530
H -1.05441 -4.93335 1.19843
H 2.85815 -2.84487 1.53236
O -0.55598 -4.16371 -2.40662
H 2.82270 1.42698 -1.11606
H 1.76235 3.27155 -3.39749
H -2.80757 -0.36093 -0.68465
H 3.01848 -1.46624 2.13700
H 0.50375 4.29453 2.29956
O -2.40808 0.20816 -3.07137
O 0.64246 4.97009 -0.90685
H -2.40108 -4.70569 -0.82136
H -3.62786 3.96235 0.22062
O 4.50667 1.00434 1.77032
H -1.13398 -2.45592 1.45007
O -2.95604 -2.44617 4.15795
H -1.30460 1.19256 3.02752
O 2.86747 -1.63932 -3.75481
```

The value obtained for the highest occupied orbital energy is -7.88 eV. The value obtained for the LUMO energy is -1.29 eV. The value obtained for the gap between HOMO and LUMO is 6.60 eV. The net charge is 0.

***

Relative energies in kcal/mol: entry one 0.0; entry two 15.6